The following is a quantum chemistry calculation of a cluster of 6 separate species, C27H42N6O10 in total, from the OMol25 dataset.

```
! wB97M-V def2-TZVPD RIJCOSX def2/J DEFGRID3
* xyz 0 1
C 1.212 -1.664 -3.437
C 2.769 -1.445 -3.126
C 2.903 -0.436 -1.861
C 2.531 -1.207 -0.574
C 3.628 -2.276 -0.428
C 3.700 -3.347 -1.536
N 3.455 -2.737 -2.877
O 3.599 -3.497 -3.813
C 2.573 -4.406 -1.280
C 5.110 -4.043 -1.540
C 3.314 -0.711 -4.412
H 0.757 -2.276 -2.740
H 1.087 -2.030 -4.347
H 0.451 -0.761 -3.279
H 2.193 0.312 -2.084
H 3.915 -0.237 -1.706
H 1.623 -1.683 -0.792
H 2.550 -0.473 0.268
H 3.235 -2.725 0.603
H 4.513 -1.672 -0.353
H 1.455 -3.970 -1.312
H 2.818 -4.919 -0.266
H 2.846 -5.153 -1.918
H 5.257 -4.998 -2.282
H 5.387 -4.387 -0.438
H 5.976 -3.321 -1.846
H 2.948 0.403 -4.610
H 3.314 -1.351 -5.400
H 4.380 -0.337 -4.312
N 0.923 2.145 -0.790
O 0.808 2.728 -1.864
O 1.913 2.179 -0.188
O 0.119 1.317 -0.500
C 0.601 -2.007 2.901
C 1.548 -2.405 4.051
C 2.440 -1.365 4.717
C 2.431 0.092 4.027
C 1.505 0.396 2.967
C 0.758 -0.758 2.272
N 3.096 1.223 4.744
O 3.980 0.946 5.630
O 2.916 2.400 4.339
H -0.251 -2.588 2.575
H 1.662 -3.388 4.595
H 3.087 -1.515 5.553
H 1.594 1.410 2.456
H 0.027 -0.620 1.448
C -4.519 0.063 1.460
C -5.213 -1.231 1.199
C -4.499 -2.385 0.493
C -2.965 -2.065 -0.141
C -2.586 -0.591 0.033
C -3.320 0.366 0.963
N -2.231 -3.020 -0.932
O -2.913 -3.905 -1.699
O -1.059 -2.878 -1.017
H -5.146 0.868 1.933
H -6.165 -1.458 1.264
H -4.912 -3.311 0.325
H -1.672 -0.213 -0.242
H -2.876 1.467 0.920
C -4.750 3.345 -1.112
O -5.886 2.895 -1.185
N -4.019 3.767 -2.176
C -2.647 4.241 -2.054
C -4.706 4.016 -3.484
H -4.113 3.016 -0.262
H -2.119 4.041 -2.983
H -1.943 3.611 -1.346
H -2.460 5.102 -1.864
H -4.089 3.811 -4.207
H -5.087 5.013 -3.583
H -5.465 3.197 -3.823
C -3.266 3.221 3.060
O -3.953 3.820 2.179
N -2.015 3.166 3.019
C -1.287 2.334 3.977
C -1.102 3.806 2.013
H -3.734 2.702 3.859
H -0.258 2.473 4.162
H -1.353 1.304 3.916
H -1.483 2.462 4.990
H -0.243 4.056 2.380
H -1.477 4.772 1.781
H -1.120 3.264 0.976
*
```

Properties
HOMO, eV: -7.80

---

The following is a quantum chemistry calculation of a cluster of 3 separate species, C10H28BrN2O2 in total, from the OMol25 dataset.

```
! wB97M-V def2-TZVPD RIJCOSX def2/J DEFGRID3
* xyz 1 1
Br 0.117 0.225 0.433
C 0.081 -3.181 -0.802
N -0.787 -3.852 0.195
C 0.099 -4.480 1.228
C -1.708 -2.933 0.939
C -1.533 -5.014 -0.447
C -2.235 -4.669 -1.730
O -3.209 -3.676 -1.473
H 0.653 -2.420 -0.272
H -0.522 -2.634 -1.519
H 0.764 -3.905 -1.234
H -0.554 -4.995 1.932
H 0.638 -3.680 1.728
H 0.774 -5.217 0.803
H -2.510 -3.506 1.387
H -2.133 -2.255 0.203
H -1.082 -2.331 1.590
H -2.236 -5.385 0.297
H -0.773 -5.777 -0.606
H -2.744 -5.577 -2.072
H -1.524 -4.394 -2.511
H -3.959 -3.786 -2.064
C 1.410 5.577 0.566
N 0.939 4.173 0.685
C 1.972 3.314 1.339
C -0.262 4.169 1.583
C 0.511 3.608 -0.639
C 1.607 3.038 -1.483
O 2.567 4.048 -1.784
H 2.316 5.589 -0.040
H 1.743 5.924 1.542
H 0.660 6.189 0.080
H 2.167 3.703 2.334
H 2.890 3.389 0.758
H 1.617 2.282 1.299
H -1.088 4.651 1.066
H -0.013 4.733 2.478
H -0.504 3.139 1.841
H -0.077 4.372 -1.154
H -0.227 2.838 -0.404
H 1.149 2.665 -2.404
H 2.052 2.155 -1.019
H 2.955 3.887 -2.648
*
```

Properties
HOMO, eV: -10.34

---

The following is a quantum chemistry calculation of a cluster of 2 separate species, CH2ClNOS2 in total, from the OMol25 dataset.

```
! wB97M-V def2-TZVPD RIJCOSX def2/J DEFGRID3
* xyz 0 1
C 1.404 -0.165 0.251
N 0.516 -0.908 0.751
O 1.270 0.934 -0.443
S -1.743 -1.757 -0.803
S -1.164 -0.647 0.640
Cl -3.076 1.772 -0.205
H 2.447 -0.449 0.380
H 0.346 1.220 -0.570
*
```

Properties
HOMO (spin up / spin down), eV: -8.96 / -8.96

---

The following is a quantum chemistry calculation of a structure of composition C39H31GeN5O2ReSSe, from the OMol25 dataset.

```
! wB97M-V def2-TZVPD RIJCOSX def2/J DEFGRID3
* xyz 3 1
Re 0.583 1.051 -2.053
Se -0.375 2.683 5.207
N 1.036 2.227 4.312
C 0.784 2.108 3.017
C 1.887 1.722 2.168
C 3.177 1.707 2.739
C 4.264 1.313 1.997
C 4.051 0.913 0.665
N 2.873 0.923 0.105
C 1.784 1.335 0.802
C -0.635 1.954 0.233
N -1.288 1.968 -0.966
C -2.478 2.502 -1.079
C -3.138 3.042 0.036
C -2.531 2.993 1.269
C -1.235 2.444 1.403
C -0.597 2.402 2.693
N -1.328 2.709 3.754
H 3.292 2.024 3.765
H 5.255 1.315 2.421
H 4.875 0.587 0.044
H -2.934 2.532 -2.060
H -4.118 3.476 -0.077
H -3.020 3.382 2.148
O 0.411 -0.900 -1.769
N 0.951 -1.718 -2.699
C 0.508 -2.990 -2.803
C 0.912 -3.788 -3.840
C 1.853 -3.304 -4.759
C 2.382 -2.047 -4.578
C 1.900 -1.234 -3.544
S 2.449 0.370 -3.283
H -0.186 -3.305 -2.040
H 0.503 -4.780 -3.948
H 2.165 -3.912 -5.593
H 3.144 -1.653 -5.235
C 1.908 4.623 -2.888
C 0.855 3.749 -3.468
C 0.218 4.103 -4.762
O 0.544 2.721 -2.847
H 2.694 4.825 -3.615
H 2.337 4.161 -1.997
H 1.475 5.588 -2.617
H -0.208 5.106 -4.732
H -0.554 3.390 -5.046
H 0.987 4.128 -5.538
C 0.645 1.388 -0.029
Ge -0.932 -1.554 1.144
C -2.503 -1.347 -0.044
C -3.337 -0.253 0.171
C -4.489 -0.099 -0.578
C -4.811 -1.032 -1.551
C -3.976 -2.117 -1.776
C -2.827 -2.281 -1.024
C 0.613 -2.748 0.788
C 0.369 -4.077 0.443
C 1.430 -4.960 0.325
C 2.727 -4.531 0.559
C 2.969 -3.206 0.894
C 1.917 -2.315 1.004
C -1.166 -0.962 3.030
C -0.059 -0.922 3.880
C -0.232 -0.689 5.234
C -1.508 -0.499 5.750
C -2.612 -0.548 4.911
C -2.447 -0.778 3.555
H -3.087 0.463 0.942
H -5.151 0.732 -0.384
H -5.725 -0.929 -2.116
H -4.235 -2.845 -2.529
H -2.221 -3.166 -1.160
H -0.647 -4.429 0.307
H 1.236 -5.990 0.066
H 3.544 -5.231 0.496
H 3.978 -2.871 1.084
H 2.106 -1.278 1.251
H 0.938 -1.085 3.489
H 0.625 -0.677 5.891
H -1.646 -0.342 6.808
H -3.603 -0.417 5.313
H -3.318 -0.851 2.916
*
```

Properties
HOMO (spin up / spin down), eV: -15.48 / -15.75